No. 1
Here is a cluster of 10 separate species, C20H60O10 in total from the Open Molecules 2025 dataset. Energies are from ωB97M-V with the def2-TZVPD basis set.

The geometry in ORCA input format:
```
! wB97M-V def2-TZVPD RIJCOSX def2/J DEFGRID3
* xyz 0 1
C -0.33540 -0.59254 -0.17591
C 0.56239 0.26135 -1.05364
O 0.44548 1.62395 -0.59918
H 0.22290 -0.85763 0.72095
H -0.59672 -1.54970 -0.62499
H -1.24541 -0.02561 0.01717
H 0.46614 0.19505 -2.13870
H 1.60182 -0.01571 -0.83680
H 0.97942 2.19387 -1.16082
C 0.45432 -2.64132 -4.90459
C 0.52724 -2.57696 -6.44024
O 1.61551 -1.79479 -6.87434
H 0.91420 -1.75831 -4.46269
H 1.10501 -3.47356 -4.61292
H -0.52123 -2.86598 -4.48411
H -0.46868 -2.22492 -6.75385
H 0.54218 -3.59223 -6.84994
H 1.97487 -2.23991 -7.64581
C -3.39785 -1.85458 1.57310
C -3.72374 -3.33483 1.33581
O -3.13358 -3.75396 0.11543
H -4.04652 -1.30899 0.88265
H -2.34562 -1.65383 1.40577
H -3.73773 -1.56681 2.57314
H -4.80910 -3.47357 1.32013
H -3.28966 -3.96159 2.11596
H -3.53339 -3.38420 -0.67468
C 4.32147 -1.33776 0.73081
C 3.81515 0.02079 0.30790
O 4.81319 0.99466 0.57967
H 5.25308 -1.53962 0.19998
H 3.65849 -2.13530 0.38462
H 4.44968 -1.41420 1.80843
H 2.88538 0.33097 0.79306
H 3.61650 -0.01103 -0.77116
H 4.37290 1.83731 0.74911
C 2.41043 1.94611 3.79319
C 3.14969 2.90565 2.90460
O 2.77088 2.76635 1.50871
H 2.59296 2.17278 4.84364
H 2.62149 0.90699 3.53194
H 1.33080 2.06995 3.65392
H 4.22686 2.74089 2.94706
H 2.90290 3.92680 3.21721
H 1.84414 2.48445 1.59608
C 1.00532 -1.86088 1.94541
C -0.47479 -2.10086 1.68280
O -0.60980 -2.57720 0.34184
H 1.13733 -1.32308 2.88507
H 1.43955 -1.22826 1.16956
H 1.57928 -2.78475 1.91518
H -1.05660 -1.19044 1.85582
H -0.83847 -2.89823 2.34026
H -1.45558 -3.01837 0.22910
C -0.69092 4.27633 3.64004
C -0.97281 3.76623 2.24667
O -0.55864 2.42111 2.05800
H -1.08480 3.74118 4.49963
H -0.88220 5.34969 3.70337
H 0.40297 4.28921 3.77015
H -0.43809 4.39784 1.53171
H -2.05378 3.83609 2.07148
H -0.34425 2.24738 1.13264
C -5.15224 1.80088 1.31928
C -4.72805 1.33105 -0.07505
O -5.56022 0.23924 -0.48023
H -6.18688 2.13228 1.35410
H -4.52271 2.64938 1.60767
H -4.93936 1.00522 2.03128
H -3.69576 0.99415 -0.08007
H -4.86169 2.13272 -0.80531
H -6.42298 0.55666 -0.75279
C 2.71450 6.15638 -0.52989
C 1.72892 5.35339 -1.38258
O 1.81049 5.81804 -2.72390
H 3.71334 6.22553 -0.95971
H 2.94749 5.66831 0.42186
H 2.25934 7.14130 -0.40397
H 0.70350 5.31277 -0.99747
H 2.05822 4.30743 -1.35487
H 1.51536 6.73647 -2.71761
C -0.44035 -6.60114 -2.65969
C -0.58713 -5.81279 -1.36016
O -0.43193 -4.44574 -1.68741
H -0.52576 -7.68118 -2.54923
H 0.54235 -6.37342 -3.07086
H -1.25202 -6.26868 -3.30793
H 0.09401 -6.24014 -0.61212
H -1.58796 -5.95204 -0.93102
H -0.55901 -3.96755 -0.85673
*
```

Results
Relative energy (zero: lowest compared OMol25 entry of this formula, charge and spin) in kcal per mole: 136.53
Gap between HOMO and LUMO in eV: 9.5

Here are the Mulliken charges for atoms 1 to 4, given in e:
1. C -0.349
2. C 0.072
3. O -0.439
4. H -0.289

***

No. 2
Here is a cluster of 4 separate species, C17H31Cl2I2O5P in total from the Open Molecules 2025 dataset. Energies are from ωB97M-V with the def2-TZVPD basis set.

The geometry in ORCA input format:
```
! wB97M-V def2-TZVPD RIJCOSX def2/J DEFGRID3
* xyz 0 1
C -4.05904 2.52229 -2.81627
C -2.70697 3.28192 -2.32928
P -1.28603 2.02916 -2.65503
C 0.32568 3.06840 -2.68745
C 0.91701 2.90983 -4.19458
C -1.26033 0.95372 -1.09299
O -0.44840 1.67812 -0.08264
C -0.16856 0.69366 0.91143
O -0.41787 0.75741 2.11978
C 0.49864 -0.49335 0.03141
C 2.05133 -0.31623 -0.36370
I 2.60076 0.13785 -2.42963
C 3.04660 -0.44943 0.63688
C 4.60841 -0.26370 0.42313
I 2.43515 -0.96096 2.68982
C -0.59426 -0.51182 -1.13777
C -1.67879 -1.70784 -1.02570
Cl -3.48616 -1.38216 -0.86235
C -1.28284 -3.07107 -1.08419
C 0.23615 -3.55576 -1.25579
Cl -2.58373 -4.35043 -0.95976
H -4.48776 1.82271 -2.02755
H -3.77907 1.87138 -3.72412
H -4.87606 3.26497 -3.11056
H -2.54438 4.25036 -2.92168
H -2.80274 3.50867 -1.20716
H 0.11940 4.17073 -2.42250
H 1.08493 2.71463 -1.89702
H 0.31762 2.09172 -4.73222
H 0.75309 3.93570 -4.69308
H 2.00421 2.57625 -4.21902
H -2.31047 1.07939 -0.66443
H 0.34612 -1.44552 0.64332
H 4.91242 0.08650 -0.61380
H 5.22763 -1.18287 0.73874
H 4.93766 0.57178 1.14962
H -0.27338 -0.61949 -2.22523
H 0.79319 -3.23737 -0.31746
H 0.72143 -3.08866 -2.19189
H 0.25145 -4.69102 -1.39631
C -7.39585 -0.66219 -1.73872
O -6.77808 -1.04861 -0.52035
H -8.47194 -0.81160 -1.64949
H -7.19341 0.39371 -1.93732
H -7.01293 -1.27598 -2.55820
H -5.82894 -0.90723 -0.62492
C 5.10856 -3.80408 4.52250
O 5.52913 -3.24702 3.28628
H 5.57055 -4.78417 4.64127
H 5.42084 -3.15589 5.34535
H 4.02084 -3.91483 4.52687
H 5.10738 -2.38240 3.20555
C 2.54696 1.51461 6.31250
O 2.09639 0.20902 6.64346
H 2.49216 2.14090 7.20293
H 3.58258 1.47123 5.96495
H 1.90926 1.93897 5.53285
H 2.15443 -0.32391 5.84154
*
```

Results
Gap between HOMO and LUMO in eV: 7.8

Here are the Mulliken charges for atoms 1 to 4, given in e:
1. C -0.868
2. C -0.591
3. P -0.283
4. C -0.389

***

So what do the calculations give for HOMO? Going down the list: -8.8881; -8.7908 eV.
So what do the calculations give for DFT total energy? Going down the list: -1550.11867; -2899.43909 Ha.
So what do the calculations give for molar mass? Going down the list: 460.690; 671.118 g/mol.